Computed, not measured: a cluster of 9 separate species, H18O9 in total at a distorted geometry, with ωB97M-V/def2-TZVPD.

Spin multiplicity   1
Highest occupied orbital energy   -10.579 eV
Relative energy (zero: lowest compared OMol25 entry of this formula, charge and spin)   93.3 kcal/mol
LUMO   -0.412 eV
E_tot   -18718.08990 eV
SMILES   O.O.O.O.O.O.O.O.O
Max |F|   0.02853 hartree/bohr

Last column: Mulliken charge in e.
Cartesian coordinates (Å):
1 H -0.5048 0.6391 0.8264  0.31
2 H 0.7244 -0.2403 0.6658  0.26
3 H 4.4539 -1.2946 -0.3187  0.30
4 H 4.0051 -0.2772 0.7175  0.34
5 H -0.6220 -3.0836 -1.0789  0.29
6 H 0.6950 -2.7664 -0.3898  0.28
7 H -2.7070 -2.2767 1.4935  0.29
8 H -2.5175 -1.3904 0.2734  0.24
9 H -2.4346 1.6961 1.7288  0.33
10 H -2.7192 3.1647 1.9979  0.33
11 H -1.7694 1.9977 -0.9601  0.25
12 H -1.3354 2.1091 -2.4125  0.32
13 H 2.9119 -1.7994 0.5633  0.25
14 H 1.9707 -0.9282 -0.2522  0.37
15 H 3.9528 2.3602 0.2297  0.32
16 H 2.8425 3.2826 -0.2459  0.32
17 H -3.3077 -1.0263 -2.0743  0.30
18 H -2.3588 -0.4478 -1.0375  0.35
19 O -0.2159 -0.2032 0.4576  -0.47
20 O 4.7954 -0.6819 0.3424  -0.62
21 O -0.1739 -2.3936 -0.5769  -0.52
22 O -3.1957 -1.7297 0.8682  -0.61
23 O -2.6691 2.3076 2.4360  -0.63
24 O -2.1104 2.1776 -1.8435  -0.60
25 O 1.9872 -1.5363 0.4954  -0.77
26 O 3.5766 2.7479 -0.5685  -0.64
27 O -3.2741 -0.4068 -1.3367  -0.61

=====

Computed, not measured: the molecule CH4N6 at a distorted geometry, with ωB97M-V/def2-TZVPD.

Spin multiplicity   1
Highest occupied orbital energy   -8.335 eV
Relative energy (zero: lowest compared OMol25 entry of this formula, charge and spin)   38.5 kcal/mol
LUMO   0.279 eV
E_tot   -10038.65422 eV
SMILES   [H]/N=c1\nnn(N)[nH]1
Max |F|   0.09908 hartree/bohr

Last column: Mulliken charge in e.
Cartesian coordinates (Å):
1 N -1.4582 0.7030 0.3906  -0.28
2 N -0.4352 1.4013 0.2462  -0.38
3 N -1.7895 -1.6366 0.5778  -0.68
4 C -1.0912 -0.6029 0.2644  0.47
5 N 1.6465 0.9832 -0.8966  -0.59
6 N 0.1848 -0.7122 -0.1688  -0.35
7 N 0.6347 0.6055 -0.0199  0.69
8 H -2.7225 -1.4373 0.9331  0.26
9 H 2.0068 1.9114 -0.7096  0.28
10 H 2.3471 0.2558 -0.9260  0.25
11 H 0.6768 -1.4712 0.3088  0.33

=====

Computed, not measured: a structure of composition C32H49BeBrCl2KLiMgN4O17P2 at a distorted geometry, with ωB97M-V/def2-TZVPD.

Spin multiplicity   1
Highest occupied orbital energy   -6.129 eV
LUMO   -4.548 eV
E_tot   -210766.51173 eV
Max |F|   0.18127 hartree/bohr

Last column: Mulliken charge in e.
Cartesian coordinates (Å):
1 C 4.5254 -0.4952 2.3398  -0.32
2 O 3.6039 -0.8644 3.3280  -0.20
3 C 2.8277 -2.0094 2.9602  -0.16
4 C 1.8690 -2.4736 4.0978  -0.10
5 C 0.6204 -3.2735 3.5494  -1.27
6 C -0.7765 -2.5260 3.5881  -0.58
7 C -1.4498 -2.2557 2.1989  2.22
8 P -1.9280 -3.9632 1.6510  0.56
9 O -2.8947 -4.6593 2.5872  -0.77
10 C -0.4307 -1.8919 1.0788  -0.10
11 O 0.0792 -2.6092 0.1753  -0.69
12 O -0.2768 -0.4669 1.3425  -0.65
13 C -1.3652 0.1839 1.9231  -0.39
14 C -1.6169 1.4839 0.9704  0.33
15 C -0.7299 1.7739 -0.1844  -0.62
16 C -1.0366 2.9317 -0.8656  -1.02
17 C -2.1235 3.6725 -0.3968  -0.60
18 N -2.9323 3.4211 0.6166  -0.92
19 C -2.6496 2.3159 1.3190  0.38
20 P -0.5195 0.9661 3.4331  0.34
21 O 0.8520 0.4181 3.4777  -0.34
22 O -1.1890 0.7406 4.8608  -0.75
23 O -0.3346 2.5581 3.2830  -0.38
24 C -2.4090 -1.0191 1.9854  2.68
25 C -3.4205 -0.6049 3.1198  -1.33
26 C -3.2563 -0.9034 0.6627  -1.66
27 C -4.2340 -2.1365 0.2693  -1.56
28 C -5.0000 -2.8643 1.4231  -0.53
29 Cl -6.6798 -2.1989 1.6101  -0.23
30 H 5.3795 -1.1960 2.3543  0.51
31 H 4.0731 -0.3337 1.2953  0.07
32 H 4.9854 0.5145 2.6621  -0.08
33 H 3.5558 -2.7999 2.6929  0.64
34 H 2.2568 -1.7939 2.0456  -0.33
35 H 1.6249 -1.6577 4.7874  -0.54
36 H 2.4634 -3.2101 4.6609  0.66
37 H 0.5307 -4.1565 4.1976  0.35
38 H 0.8954 -3.6574 2.5543  0.47
39 H -1.4627 -3.2005 4.1280  0.34
40 H -0.6532 -1.6493 4.2298  0.29
41 H -2.3964 -4.0431 0.3227  0.19
42 H -0.7432 -4.7344 1.6701  0.14
43 H 0.1594 1.2135 -0.5578  0.19
44 H -0.4106 3.2412 -1.7009  0.74
45 H -2.3367 4.5893 -0.9527  0.40
46 H -3.3018 2.1140 2.1744  0.38
47 H -0.5554 0.3282 5.4891  0.25
48 H -1.0389 3.0210 3.7656  0.39
49 H -3.3294 -1.2937 3.9782  0.24
50 H -4.4690 -0.6682 2.7959  0.46
51 H -3.2908 0.4177 3.4857  0.30
52 H -2.4774 -0.7697 -0.2269  -0.17
53 H -3.9066 -0.0290 0.7475  0.94
54 H -5.0628 -1.6841 -0.4232  0.72
55 H -3.6877 -2.8030 -0.4008  0.52
56 H -4.5443 -2.8535 2.4158  0.21
57 H -5.1505 -3.9137 1.1409  0.41
58 C 2.0239 -0.4892 -4.7125  -0.72
59 O 2.6367 -0.6418 -3.4375  -0.39
60 C 1.8595 -1.3747 -2.5108  -0.94
61 C 2.5032 -2.7313 -2.2155  0.17
62 N 2.4008 -3.6099 -3.3683  -0.36
63 C 3.2171 -4.8210 -3.2716  -0.71
64 C 4.7347 -4.6572 -3.1889  -0.51
65 O 5.3318 -4.1565 -4.3696  -0.44
66 C 5.3220 -2.7448 -4.4980  -0.52
67 H 2.6186 0.2220 -5.2818  0.26
68 H 2.0047 -1.4368 -5.2592  0.33
69 H 1.0087 -0.0963 -4.6184  0.33
70 H 0.8190 -1.4832 -2.8394  0.71
71 H 1.8573 -0.7980 -1.5941  0.32
72 H 2.0012 -3.1986 -1.3617  0.23
73 H 3.5512 -2.5450 -1.9393  0.17
74 H 2.6884 -3.1019 -4.1944  0.10
75 H 2.9959 -5.4166 -4.1599  0.37
76 H 2.8762 -5.4024 -2.4085  0.38
77 H 5.1552 -5.6570 -3.0507  0.40
78 H 5.0512 -4.0747 -2.3148  0.31
79 H 5.3975 -2.2403 -3.5313  0.27
80 H 4.4270 -2.4116 -5.0293  0.16
81 H 6.1822 -2.4593 -5.1039  0.32
82 C 2.6110 6.4400 -2.7300  -0.34
83 C 1.8407 5.3213 -2.5970  0.23
84 C 0.5923 5.2933 -3.4792  0.41
85 O -0.1382 4.3132 -3.4962  -0.72
86 C 0.2862 6.4512 -4.2841  -0.87
87 C 1.0463 7.5865 -4.4171  1.12
88 C 2.3548 7.5801 -3.6121  0.31
89 O 3.1723 8.4767 -3.6778  -0.61
90 O 0.7771 8.6084 -5.1225  -0.95
91 O 2.0491 4.2989 -1.8304  -0.79
92 H 3.5244 6.5338 -2.1480  0.49
93 H -0.6551 6.3694 -4.8283  0.15
94 Mg 3.8173 1.5531 2.0896  0.30
95 K 1.1767 -0.6258 0.0609  1.17
96 C 1.9299 0.6109 6.3868  0.88
97 O 3.1245 0.5546 6.0467  -0.55
98 O 1.3050 1.6941 6.5967  -0.47
99 O 1.1719 -0.4054 6.5353  -0.62
100 Be 2.0969 5.4395 0.0354  0.37
101 C -5.4132 3.2543 -2.0155  0.62
102 O -4.4071 3.8253 -2.3977  -0.62
103 N -6.3854 2.8112 -2.8707  -0.42
104 N -5.6382 3.0123 -0.6956  -0.35
105 H -7.2164 2.3384 -2.5717  0.15
106 H -6.2427 2.9742 -3.8497  0.22
107 H -4.9297 3.3276 -0.0499  0.33
108 H -6.4515 2.5451 -0.3420  0.16
109 Br -3.5919 -1.0791 -1.6770  -0.57
110 Li -1.3545 8.9668 -5.1303  0.90
111 Cl -3.3477 -4.9861 4.5945  -0.18

=====

Computed, not measured: a structure of composition C16H54N4O9 at a distorted geometry, with ωB97M-V/def2-TZVPD.

Spin multiplicity   1
Highest occupied orbital energy   -8.780 eV
Relative energy (zero: lowest compared OMol25 entry of this formula, charge and spin)   38.9 kcal/mol
LUMO   0.247 eV
E_tot   -41853.51991 eV
Max |F|   0.10134 hartree/bohr

Last column: Mulliken charge in e.
Cartesian coordinates (Å):
1 C 4.0413 -22.1872 9.0558  -0.97
2 C 2.8470 -21.3193 8.7286  0.04
3 C 2.2760 -21.7202 7.3537  -0.14
4 O 3.1506 -21.2566 6.3477  -0.41
5 C 2.5946 -21.3421 5.0751  -0.72
6 N 1.8441 -21.3923 9.7840  -0.48
7 H 4.4893 -21.8564 9.9970  0.47
8 H 4.8139 -22.0710 8.2952  0.39
9 H 3.7495 -23.2293 9.1973  -0.27
10 H 3.1446 -20.2768 8.5907  0.42
11 H 1.2651 -21.3236 7.1921  0.50
12 H 2.2113 -22.8229 7.3127  -0.03
13 H 1.5947 -20.8879 5.0509  0.31
14 H 2.5210 -22.3876 4.7391  0.24
15 H 3.2213 -20.8214 4.3526  0.26
16 H 1.2342 -22.2015 9.6602  0.02
17 H 1.2234 -20.5916 9.7552  0.33
18 C 4.5604 -26.5139 11.6821  -1.12
19 C 5.6143 -26.6076 10.5746  0.33
20 C 5.1613 -25.8276 9.3587  -0.09
21 O 4.0571 -26.4617 8.7577  -0.34
22 C 3.5099 -25.6910 7.7175  -0.40
23 N 6.8647 -26.0916 11.1359  -0.75
24 H 4.8634 -27.1278 12.5295  0.38
25 H 3.5664 -26.8131 11.3506  0.03
26 H 4.5030 -25.4829 12.0500  0.32
27 H 5.7044 -27.6732 10.3527  0.39
28 H 6.0015 -25.7244 8.6496  0.30
29 H 4.9037 -24.8051 9.6879  -0.13
30 H 2.9816 -24.8045 8.0970  -0.20
31 H 2.7756 -26.2978 7.1955  0.23
32 H 4.3179 -25.3437 7.0640  0.46
33 H 6.7774 -25.0823 11.2338  0.28
34 H 7.6193 -26.2307 10.4676  0.28
35 C -0.7067 -29.9759 11.2451  -1.60
36 C 0.5978 -29.6465 10.5386  0.91
37 C 1.1266 -28.2750 10.8587  -0.83
38 O 0.1634 -27.2577 10.6093  -0.11
39 C 0.1046 -26.8320 9.2658  -0.90
40 N 1.6272 -30.6496 10.8172  -0.74
41 H -0.5019 -30.2005 12.2992  0.40
42 H -1.1956 -30.8475 10.8108  0.42
43 H -1.3809 -29.1217 11.2389  0.32
44 H 0.3493 -29.6379 9.4622  0.13
45 H 2.0083 -28.0703 10.2275  0.06
46 H 1.4558 -28.1280 11.8885  0.54
47 H 0.1776 -27.6440 8.5345  0.32
48 H 0.9335 -26.1509 9.0188  0.20
49 H -0.8438 -26.3116 9.1444  0.45
50 H 1.2699 -31.5860 10.6605  0.27
51 H 2.3800 -30.5531 10.1405  0.24
52 C -2.4695 -20.8513 12.0708  -1.56
53 C -1.7983 -22.2275 12.1777  1.09
54 C -1.3121 -22.5013 13.5878  -0.66
55 O -0.2963 -21.5952 13.9342  -0.28
56 C 0.1848 -21.8076 15.2366  -0.77
57 N -2.6823 -23.2888 11.6579  -0.51
58 H -3.0457 -20.8024 11.1493  0.37
59 H -1.6801 -20.0982 12.0303  0.36
60 H -3.0651 -20.6118 12.9528  0.32
61 H -0.9538 -22.1741 11.4853  -0.29
62 H -0.9713 -23.5537 13.6251  0.34
63 H -2.1432 -22.4532 14.3141  0.33
64 H -0.6047 -21.7791 16.0001  0.31
65 H 0.8849 -21.0028 15.4529  0.25
66 H 0.6930 -22.7764 15.3151  0.31
67 H -2.0961 -24.1327 11.6100  0.34
68 H -3.3736 -23.5602 12.3579  0.26
69 O 0.0830 -23.7307 9.0413  -0.03
70 H -0.7687 -23.9210 8.6175  0.34
71 H 0.7252 -24.1934 8.4881  -0.16
72 O -3.4260 -23.0063 8.8651  -0.68
73 H -3.2932 -22.9042 9.8356  0.37
74 H -4.2984 -22.6450 8.6839  0.25
75 O -1.8914 -24.1647 6.9834  -0.67
76 H -1.9657 -23.6897 6.1500  0.26
77 H -2.6349 -23.8591 7.5508  0.28
78 O -0.8143 -25.4967 11.2155  -0.98
79 H -0.3921 -24.9217 10.5576  0.24
80 H -0.2448 -26.2761 11.2601  0.44
81 O 0.3702 -25.4843 6.1156  -0.50
82 H 0.3284 -25.5196 5.1564  0.25
83 H -0.4265 -25.0154 6.4095  0.39